{"formula": "C3H3N3OS", "method": "ωB97M-V with the def2-TZVPD basis set", "symbols": ["N", "C", "O", "N", "H", "N", "H", "H", "S", "C", "C"], "xyz": [[-1.389, 0.384, -1.139], [1.414, -0.696, 0.863], [0.131, -1.245, -1.052], [0.346, -0.386, -0.002], [1.464, 0.045, 1.662], [2.205, -1.658, 0.788], [-1.263, -1.215, -2.572], [2.014, -2.283, -0.044], [-0.683, 1.851, 1.052], [-0.920, -0.683, -1.677], [-0.574, 0.615, -0.018]], "forces_ev_per_a": [[0.267, -0.668, -0.414], [-0.523, 0.834, 0.350], [-0.036, -0.282, -0.489], [0.648, -0.492, 0.334], [-0.019, -0.084, -0.145], [0.062, -1.364, -1.318], [0.150, 0.353, 0.493], [0.231, 0.884, 1.141], [0.043, -0.232, -0.127], [-0.428, 0.234, -0.029], [-0.394, 0.816, 0.206]], "homo_energy_ev": -9.001, "e_lumo_ev": -0.50}


{"formula": "C3H3N3S", "method": "ωB97M-V with the def2-TZVPD basis set", "symbols": ["S", "C", "N", "N", "H", "N", "H", "C", "H", "C"], "xyz": [[-2.463, -0.662, 0.020], [-0.833, -0.654, 0.007], [-0.269, 1.736, -0.321], [0.756, -2.807, -0.246], [0.418, 2.398, -0.108], [1.565, 0.225, 0.190], [1.825, -0.748, 0.465], [0.255, 0.490, -0.052], [-1.234, 1.891, 0.103], [-0.021, -1.869, -0.058]], "forces_ev_per_a": [[1.396, 0.396, 0.078], [1.358, -0.184, -0.283], [-1.701, -1.635, 0.682], [-5.173, 5.839, 1.335], [0.815, 1.612, 0.308], [-4.086, 1.347, -0.553], [-0.880, 0.972, -0.708], [2.306, -1.961, 1.422], [1.887, -0.248, -0.960], [4.078, -6.140, -1.321]], "homo_energy_ev": -9.979, "e_lumo_ev": -2.30}


{"formula": "C3H3N3S", "method": "ωB97M-V with the def2-TZVPD basis set", "symbols": ["N", "S", "H", "N", "C", "C", "H", "H", "N", "C"], "xyz": [[-0.013, 1.146, 0.207], [1.612, -1.529, -0.632], [-0.490, 1.335, -1.670], [0.395, 1.020, 1.384], [0.127, -0.839, -1.147], [-0.227, 0.587, 2.399], [0.089, -1.009, -2.277], [-0.676, -1.598, -0.694], [-0.737, 0.227, 3.376], [-0.080, 0.659, -0.946]], "forces_ev_per_a": [[-0.649, 0.226, 0.735], [1.277, 0.265, 0.865], [0.021, -0.095, -0.708], [3.042, 0.022, -4.012], [-1.377, -3.261, -1.432], [-2.390, -0.813, 2.339], [-0.150, 0.634, 1.297], [0.836, 2.538, -0.832], [0.134, 0.012, -0.042], [-0.744, 0.473, 1.791]], "homo_energy_ev": [-8.194, -8.368], "e_lumo_ev": [-3.27, -3.28]}


{"formula": "C3H3NO", "method": "ωB97M-V with the def2-TZVPD basis set", "symbols": ["C", "H", "H", "O", "C", "N", "H", "C"], "xyz": [[0.426, 0.215, -0.279], [-1.122, -1.322, 0.190], [-2.218, -0.067, -0.632], [-0.646, 0.793, 0.371], [-1.237, -0.311, -0.164], [2.554, 0.235, 1.265], [0.630, 0.292, -1.335], [1.613, 0.164, 0.583]], "forces_ev_per_a": [[-0.498, -0.282, -0.283], [-0.246, 0.157, 1.188], [1.168, -0.347, -0.702], [-0.036, 0.499, 0.496], [0.592, -0.239, -0.086], [-1.372, -0.170, -1.012], [-0.124, 0.991, -0.025], [0.516, -0.608, 0.425]], "homo_energy_ev": -9.797, "e_lumo_ev": 0.00}


{"formula": "C3H3NO", "method": "ωB97M-V with the def2-TZVPD basis set", "symbols": ["O", "C", "N", "H", "H", "C", "H", "C"], "xyz": [[0.345, -1.482, -0.906], [-0.374, -0.843, 1.349], [1.102, 1.937, -0.695], [-0.010, 0.062, 1.795], [-0.403, 1.358, -2.186], [0.018, -1.190, 0.172], [-1.000, -1.482, 1.939], [0.322, 1.639, -1.468]], "forces_ev_per_a": [[-0.080, 0.034, 0.350], [-0.262, 0.286, 1.168], [0.577, 0.229, 0.619], [0.165, 0.268, -0.065], [-0.228, -0.109, -0.242], [0.359, -0.339, -1.441], [-0.179, -0.260, -0.024], [-0.353, -0.109, -0.366]], "homo_energy_ev": -9.455, "e_lumo_ev": 0.89}


{"formula": "C3H3NO", "method": "ωB97M-V with the def2-TZVPD basis set", "symbols": ["C", "C", "C", "H", "H", "O", "N", "H"], "xyz": [[-0.107, -1.009, -0.481], [0.115, 1.436, -0.520], [0.247, 0.150, 0.407], [-1.010, -0.859, -1.113], [-0.420, 0.144, 1.288], [0.543, -2.019, -0.491], [-0.642, 2.021, 0.160], [1.275, 0.137, 0.751]], "forces_ev_per_a": [[0.331, -0.581, 0.023], [-1.008, 0.113, 1.642], [0.452, -0.543, 0.011], [0.180, -0.131, 0.097], [0.200, 0.174, -0.462], [-0.310, 0.152, -0.141], [0.075, 1.133, -1.101], [0.081, -0.318, -0.067]], "homo_energy_ev": -10.615, "e_lumo_ev": -0.38}


{"formula": "C3H3NO", "method": "ωB97M-V with the def2-TZVPD basis set", "symbols": ["O", "C", "C", "H", "H", "N", "H", "C"], "xyz": [[1.550, -1.336, 0.246], [0.356, 0.382, -0.243], [2.307, 1.117, -0.170], [0.215, 0.891, -1.135], [-0.263, 0.806, 0.701], [0.246, -1.144, -0.349], [-0.485, -1.569, 0.224], [1.831, -0.014, 0.176]], "forces_ev_per_a": [[0.483, -0.403, 0.961], [-1.644, -0.970, 4.069], [0.726, 0.336, 0.289], [-0.631, 0.804, -1.431], [1.358, -0.810, -2.369], [-0.381, 1.039, -1.359], [0.511, 0.320, 0.456], [-0.422, -0.317, -0.616]], "homo_energy_ev": -9.136, "e_lumo_ev": -0.03}


{"formula": "C3H3NO", "method": "ωB97M-V with the def2-TZVPD basis set", "symbols": ["C", "O", "N", "H", "H", "C", "H", "C"], "xyz": [[0.447, 0.316, 0.480], [-3.058, -0.115, -0.184], [-0.907, 0.480, 0.448], [1.108, 0.842, 1.216], [2.275, -0.143, -0.396], [1.230, -0.373, -0.391], [0.864, -1.082, -1.235], [-1.960, 0.076, 0.062]], "forces_ev_per_a": [[3.105, -0.546, -1.088], [-2.496, -0.893, -0.909], [0.603, -0.066, 0.710], [-1.616, 0.052, -0.377], [0.481, -0.364, 0.351], [-2.119, -0.612, -1.083], [0.426, 1.528, 1.581], [1.616, 0.900, 0.815]], "homo_energy_ev": -9.337, "e_lumo_ev": 0.77}


{"formula": "C3H3NO", "method": "ωB97M-V with the def2-TZVPD basis set", "symbols": ["C", "H", "O", "H", "N", "C", "H", "C"], "xyz": [[0.389, -0.539, -0.774], [1.378, -0.809, -0.695], [0.865, 1.602, -1.683], [-0.048, 0.253, 1.186], [-0.622, -1.328, -0.174], [-0.554, -0.694, 0.891], [-0.857, 1.171, -0.998], [0.091, 0.806, -1.153]], "forces_ev_per_a": [[-1.249, 1.645, 0.962], [2.070, -0.995, -0.120], [0.171, -0.947, 0.252], [-0.150, -0.308, 0.154], [-1.159, -1.918, -0.324], [0.758, 1.028, -0.183], [-2.946, 0.430, 0.703], [2.505, 1.066, -1.444]], "homo_energy_ev": [-9.303, -9.265], "e_lumo_ev": [-1.18, -0.91]}


{"formula": "C3H3NO", "method": "ωB97M-V with the def2-TZVPD basis set", "symbols": ["C", "H", "H", "C", "C", "H", "N", "O"], "xyz": [[-1.061, 0.217, -0.110], [1.585, -0.948, -0.721], [2.151, -0.692, 1.095], [0.143, 0.281, 0.285], [1.468, -0.370, 0.184], [-2.934, 0.180, -0.835], [-2.591, 0.315, 0.163], [1.239, 1.017, -0.060]], "forces_ev_per_a": [[-11.608, 0.777, 1.848], [0.330, -0.118, -0.057], [-1.774, 0.970, -1.820], [3.159, -0.839, -0.140], [0.531, -0.826, 1.731], [0.273, -0.045, 1.302], [8.720, -0.596, -3.153], [0.369, 0.677, 0.289]], "homo_energy_ev": -9.814, "e_lumo_ev": -0.48}


{"formula": "C3H3NO", "method": "ωB97M-V with the def2-TZVPD basis set", "symbols": ["C", "O", "H", "H", "C", "H", "N", "C"], "xyz": [[0.245, 0.081, 0.565], [0.180, -1.969, -0.680], [-0.286, 0.040, 1.520], [-1.329, -0.630, -0.854], [0.117, 2.194, -0.854], [1.299, -0.158, 0.725], [0.131, 1.372, -0.013], [-0.358, -0.930, -0.410]], "forces_ev_per_a": [[0.106, -0.190, 0.060], [-0.262, 0.436, 0.155], [0.018, 0.002, -0.067], [0.121, -0.015, 0.015], [-0.085, -0.403, 0.860], [-0.133, -0.034, 0.047], [0.061, 0.655, -1.067], [0.174, -0.451, -0.003]], "homo_energy_ev": -10.696, "e_lumo_ev": 0.64}


{"formula": "C3H3NO", "method": "ωB97M-V with the def2-TZVPD basis set", "symbols": ["H", "N", "C", "C", "O", "C", "H", "H"], "xyz": [[0.673, -0.790, 0.946], [-0.250, -1.966, 0.007], [0.696, 0.356, 0.835], [-0.557, -0.990, -0.554], [1.241, 1.201, 1.448], [-0.433, 0.433, -0.628], [0.018, 0.790, -1.566], [-1.387, 0.965, -0.488]], "forces_ev_per_a": [[0.635, 1.172, 0.649], [-1.025, 0.110, -1.359], [-0.076, 0.437, -0.167], [0.141, -1.159, 0.403], [-0.799, -0.493, -0.987], [0.455, 0.164, 0.570], [0.176, -0.107, 0.544], [0.492, -0.124, 0.346]], "homo_energy_ev": -10.591, "e_lumo_ev": 0.67}


{"formula": "C3H3NO", "method": "ωB97M-V with the def2-TZVPD basis set", "symbols": ["H", "C", "H", "C", "O", "H", "N", "C"], "xyz": [[0.210, 0.760, 0.723], [0.764, -0.193, 0.615], [0.723, -0.960, 1.503], [-2.732, 0.675, -0.576], [-1.945, 1.459, -0.354], [1.915, -0.009, 0.573], [0.552, -0.977, -1.805], [0.512, -0.755, -0.678]], "forces_ev_per_a": [[0.378, -0.753, 0.394], [2.476, -0.751, 2.162], [-0.639, 1.622, -1.729], [0.608, 0.635, 0.154], [-0.669, -0.619, -0.185], [-1.962, 0.213, 0.171], [-0.473, -0.383, 0.131], [0.280, 0.037, -1.096]], "homo_energy_ev": -11.582, "e_lumo_ev": 0.77}


{"formula": "C3H3NO", "method": "ωB97M-V with the def2-TZVPD basis set", "symbols": ["C", "H", "N", "C", "C", "O", "H", "H"], "xyz": [[-0.045, -1.123, -0.575], [0.647, 0.722, -1.414], [-1.156, -1.489, -0.600], [-0.111, 0.520, 0.709], [0.678, 0.140, -0.492], [1.295, 0.857, 0.552], [-1.189, 0.573, 0.301], [-0.120, -0.202, 1.518]], "forces_ev_per_a": [[-0.788, -0.804, -0.220], [-0.290, -0.152, 0.231], [1.422, -1.223, -0.628], [-0.708, -0.361, 0.137], [-0.133, -0.294, -0.335], [-0.580, 0.323, -0.025], [1.200, 2.732, 1.012], [-0.124, -0.222, -0.172]], "homo_energy_ev": -9.991, "e_lumo_ev": 0.42}


{"formula": "C3H3NO", "method": "ωB97M-V with the def2-TZVPD basis set", "symbols": ["C", "H", "C", "C", "N", "H", "O", "H"], "xyz": [[0.796, -0.519, -0.096], [-1.156, -1.561, -0.300], [-0.109, 1.129, 0.089], [-0.474, -0.745, -0.458], [1.140, 0.893, -0.077], [1.420, -1.149, 0.519], [-1.054, 0.507, -0.711], [-0.562, 1.445, 1.035]], "forces_ev_per_a": [[0.115, -1.329, -0.449], [0.211, -0.261, -0.527], [0.013, 1.699, -0.163], [0.342, -0.974, -0.182], [-0.859, -0.255, 1.220], [0.275, -0.279, -0.579], [-0.055, -0.306, 1.156], [-0.043, 1.705, -0.476]], "homo_energy_ev": -8.500, "e_lumo_ev": 0.16}


{"formula": "C3H3NO", "method": "ωB97M-V with the def2-TZVPD basis set", "symbols": ["C", "H", "O", "H", "N", "C", "C", "H"], "xyz": [[2.459, 0.224, -0.263], [3.081, 0.797, -0.917], [-1.663, -0.827, -1.571], [-0.795, 1.040, 0.927], [1.846, -0.500, 0.394], [-1.557, 0.228, 0.658], [-1.557, -0.350, -0.515], [-1.814, -0.612, 1.287]], "forces_ev_per_a": [[-0.439, -1.020, 0.508], [-0.123, 0.106, 0.102], [-0.013, -1.552, -3.395], [-1.135, -0.460, 0.320], [0.516, 0.923, -0.611], [1.890, 0.402, 2.743], [-0.395, 0.729, -1.929], [-0.302, 0.871, 2.263]], "homo_energy_ev": [-5.118, -12.618], "s_squared": 2.01, "e_lumo_ev": [0.86, -2.10], "multiplicity": 3}


{"formula": "C3H3NO2", "method": "ωB97M-V with the def2-TZVPD basis set", "symbols": ["C", "H", "O", "N", "O", "C", "C", "H", "H"], "xyz": [[-0.370, 1.027, -0.527], [-1.442, 1.094, -0.267], [0.350, 1.903, -0.969], [-1.702, -1.531, 1.242], [1.376, -0.368, 0.629], [0.230, -0.327, -0.096], [-0.831, -1.051, 0.712], [2.132, 0.154, 0.319], [0.258, -0.901, -1.043]], "forces_ev_per_a": [[1.746, 0.966, 0.635], [-0.043, 0.479, -0.635], [-1.362, -1.197, 0.488], [-2.075, -1.211, 1.335], [1.510, 0.185, 0.914], [-2.105, -1.071, -0.538], [2.722, 1.784, -1.852], [-0.705, 0.038, -0.422], [0.313, 0.028, 0.076]], "homo_energy_ev": -10.743, "e_lumo_ev": 0.00}


{"formula": "C3H3NO2", "method": "ωB97M-V with the def2-TZVPD basis set", "symbols": ["O", "N", "H", "C", "O", "H", "H", "C", "C"], "xyz": [[-1.698, 2.196, 0.665], [0.643, -0.745, -0.761], [-1.245, -1.451, -1.014], [-0.491, -1.095, -0.313], [1.046, 0.929, 0.759], [-0.765, -1.069, 0.749], [2.538, -0.099, -0.143], [-1.491, 1.285, 0.024], [1.464, 0.049, 0.034]], "forces_ev_per_a": [[0.179, -0.832, -0.610], [-0.374, 0.058, 0.018], [0.134, -0.191, 0.107], [0.275, -0.233, -0.130], [0.262, -0.444, -0.224], [0.168, 0.071, -0.163], [-0.054, -0.073, 0.072], [-0.661, 1.388, 0.647], [0.071, 0.256, 0.284]], "homo_energy_ev": -10.165, "e_lumo_ev": 0.11}


{"formula": "C3H3NO2", "method": "ωB97M-V with the def2-TZVPD basis set", "symbols": ["O", "O", "C", "H", "N", "C", "H", "H", "C"], "xyz": [[0.769, -1.366, 0.538], [1.080, -0.074, -1.961], [0.073, -0.218, 0.214], [0.640, 0.662, 0.897], [-2.396, -0.004, 1.049], [-1.309, -0.144, 0.687], [-0.293, 1.292, -1.317], [1.143, -0.515, 1.065], [0.294, 0.366, -1.172]], "forces_ev_per_a": [[1.355, 2.226, 1.731], [-0.450, 0.171, 0.452], [-0.483, 2.995, 0.248], [-1.859, -0.353, -1.658], [0.929, -0.200, -0.281], [-1.301, 0.185, -0.003], [0.014, 0.023, -0.279], [1.757, -5.026, 0.305], [0.038, -0.022, -0.514]], "homo_energy_ev": -10.892, "e_lumo_ev": -0.52}


{"formula": "C3H3NO2", "method": "ωB97M-V with the def2-TZVPD basis set", "symbols": ["C", "H", "O", "N", "C", "H", "H", "O", "C"], "xyz": [[0.797, -0.141, -0.027], [-0.710, 1.746, 0.401], [2.107, 0.141, -0.205], [0.366, -1.354, 0.143], [-0.288, 0.825, -0.077], [-2.433, 0.671, -0.324], [2.581, -0.707, -0.199], [-0.946, -1.454, 0.222], [-1.474, 0.273, 0.065]], "forces_ev_per_a": [[-0.392, -0.194, 0.254], [2.152, 0.947, -0.980], [-0.209, -0.077, 0.168], [0.171, 0.886, -0.129], [-0.915, 0.634, 1.420], [0.335, -1.003, 1.024], [-0.111, 0.236, 0.023], [-1.772, 2.977, -0.766], [0.741, -4.405, -1.014]], "homo_energy_ev": -9.147, "e_lumo_ev": 0.61}


Number 1: F_max 1.898 eV Å⁻¹, molar mass 129.14 g/mol, electronic energy -753.74242 hartree. Number 2: F_max 7.915 eV Å⁻¹, molar mass 113.15 g/mol, electronic energy -678.49585 hartree. Number 3: F_max 5.036 eV Å⁻¹, molar mass 113.14 g/mol, electronic energy -678.34996 hartree. Number 4: F_max 1.713 eV Å⁻¹, molar mass 69.06 g/mol, electronic energy -245.96774 hartree. Number 5: F_max 1.524 eV Å⁻¹, molar mass 69.06 g/mol, electronic energy -246.04696 hartree. Number 6: F_max 1.930 eV Å⁻¹, molar mass 69.06 g/mol, electronic energy -246.00176 hartree. Number 7: F_max 4.495 eV Å⁻¹, molar mass 69.06 g/mol, electronic energy -245.82461 hartree. Number 8: F_max 3.335 eV Å⁻¹, molar mass 69.06 g/mol, electronic energy -246.07033 hartree. Number 9: F_max 3.082 eV Å⁻¹, molar mass 69.06 g/mol, electronic energy -245.92850 hartree. Number 10: F_max 11.780 eV Å⁻¹, molar mass 69.06 g/mol, electronic energy -245.88789 hartree. Number 11: F_max 1.253 eV Å⁻¹, molar mass 69.06 g/mol, electronic energy -246.04571 hartree. Number 12: F_max 1.705 eV Å⁻¹, molar mass 69.06 g/mol, electronic energy -246.02619 hartree. Number 13: F_max 3.372 eV Å⁻¹, molar mass 69.06 g/mol, electronic energy -246.07549 hartree. Number 14: F_max 3.151 eV Å⁻¹, molar mass 69.06 g/mol, electronic energy -245.90151 hartree. Number 15: F_max 1.770 eV Å⁻¹, molar mass 69.06 g/mol, electronic energy -245.95365 hartree. Number 16: F_max 3.733 eV Å⁻¹, molar mass 69.06 g/mol, electronic energy -245.88744 hartree. Number 17: F_max 3.745 eV Å⁻¹, molar mass 85.06 g/mol, electronic energy -321.29791 hartree. Number 18: F_max 1.668 eV Å⁻¹, molar mass 85.06 g/mol, electronic energy -321.30001 hartree. Number 19: F_max 5.333 eV Å⁻¹, molar mass 85.06 g/mol, electronic energy -321.22072 hartree. Number 20: F_max 4.581 eV Å⁻¹, molar mass 85.06 g/mol, electronic energy -321.17828 hartree.